ORCA calculation (ωB97M-V with the def2-TZVPD basis set) on a structure of composition C14H34NO3P2PbSi.

The geometry in XYZ format:
```
56
Properties=species:S:1:pos:R:3:forces:R:3
C -0.1021 -3.8007 -2.2291 -0.3 0.4 -0.4
C -0.2559 -2.4637 -1.8420 -0.2 -0.1 0.3
N 0.6895 -1.7827 -1.1558 0.0 -0.4 -0.7
C 1.8836 -2.3847 -0.9995 0.0 -0.4 -0.7
C 2.1590 -3.6365 -1.5516 -0.1 -0.3 0.3
C 1.1456 -4.3967 -2.1470 0.2 0.8 0.5
C -1.4882 -1.7148 -2.3437 0.7 0.2 -0.8
P -1.7131 0.0465 -1.7426 -1.3 -1.4 -1.1
Pb 0.6466 1.2451 -0.9539 -0.5 -0.3 1.1
P 2.5118 -0.1489 0.5529 0.6 -0.2 0.8
C 3.0371 -1.6529 -0.3423 0.1 0.2 0.0
O -3.6906 -4.7026 1.7804 0.6 0.9 -1.5
O 0.2640 -2.8652 2.7528 -0.8 0.1 1.5
H -0.9532 -4.2825 -2.7155 0.4 0.0 0.1
H 3.1766 -4.0053 -1.4497 -0.2 -0.1 -0.1
H 1.3318 -5.3828 -2.5543 0.0 0.0 0.1
C -2.6673 0.4845 -3.2538 -0.1 0.5 -0.2
C -2.9805 0.0283 -0.4168 0.0 0.4 0.5
H 3.5425 -2.3314 0.3620 -0.1 0.2 -0.2
H 3.7841 -1.3430 -1.0958 -0.3 -0.2 0.1
H -2.4089 -2.3084 -2.4177 0.0 0.0 0.9
H -1.3533 -1.6016 -3.4573 0.4 0.2 0.9
C 4.0175 0.8006 0.8945 0.1 0.1 -0.3
C 2.1728 -0.8367 2.1907 -0.7 0.2 0.1
H -2.1675 -0.8305 2.7281 0.0 0.0 0.1
H 0.4115 -2.8175 3.7243 0.3 -0.5 -0.8
H -3.9928 -3.9111 1.2373 0.8 -1.7 0.9
H -2.8931 -5.1012 1.3326 -1.4 0.9 0.6
H 1.6518 1.8177 -2.3533 0.4 0.4 -0.6
H -0.4531 -2.2161 2.7171 -0.2 -0.2 -0.5
H -3.5575 -0.1747 -3.2955 0.4 0.4 -0.1
H -2.9775 1.5429 -3.2805 0.1 -0.5 0.0
H -2.0092 0.2769 -4.1204 -0.5 0.3 0.4
H -3.9902 0.1618 -0.8515 0.5 -0.3 0.2
H -2.9164 -0.8669 0.2267 -0.1 0.3 -0.5
H -2.7815 0.8858 0.2504 0.0 -0.2 -0.3
H 3.0699 -1.3013 2.6414 -0.4 0.0 -0.5
H 1.8415 -0.0523 2.8887 -0.1 -0.2 -0.3
H 1.3524 -1.5706 2.0390 0.9 0.5 0.4
H 4.6683 0.1800 1.5319 0.0 0.4 -0.3
H 4.4983 1.0761 -0.0565 0.1 0.0 0.5
H 3.6985 1.7126 1.4281 0.3 -0.3 -0.2
C 0.5885 4.1411 2.5256 -0.1 -0.1 0.0
Si -0.4633 3.7584 1.0160 0.2 1.2 0.0
C -2.2121 4.3981 1.2653 0.0 -0.2 0.1
C 0.2991 4.7178 -0.4372 -0.1 -0.2 0.1
O -0.4622 2.1625 0.7046 0.2 -0.6 -0.5
H 0.5133 5.1986 2.8081 0.0 -0.2 0.0
H 1.6464 3.9075 2.3558 -0.1 0.1 0.0
H 0.2595 3.5339 3.3765 0.0 0.1 0.0
H -2.2188 5.4733 1.4859 0.0 -0.2 0.0
H -2.8368 4.2304 0.3797 0.1 0.1 0.1
H -2.6956 3.8757 2.0991 0.0 0.1 0.0
H 1.3520 4.4770 -0.6155 0.0 0.0 0.1
H -0.2308 4.5579 -1.3814 -0.1 0.0 0.0
H 0.2577 5.7923 -0.2353 0.0 0.0 0.0
```
Forces are in eV/Å.

Calculated values
Net charge   +1
Largest force on an atom   2.19 eV/A
Molar mass   561.66 Da
Energy above the lowest of the compared OMol25 structures with the same formula, charge and spin   1.010 eV

Atomic partial charges in e from the natural (NBO) method, atoms 1 to 5: -0.246, 0.238, -0.503, 0.226, -0.238


ORCA calculation (ωB97M-V with the def2-TZVPD basis set) on a cluster of 5 separate species, C14H35B4IN4O9 in total.

The geometry in XYZ format:
```
67
Properties=species:S:1:pos:R:3:forces:R:3
C 4.0909 -2.2175 -0.9437 0.0 0.1 -0.1
B 2.8201 -1.3334 -1.0872 -0.2 0.0 0.1
O 2.7546 -0.0184 -0.6096 0.3 0.0 -0.4
B 2.0077 0.8718 -1.3452 0.0 -0.1 -0.2
I 2.1970 2.9672 -1.0973 0.0 0.0 0.1
O 1.0980 0.3892 -2.2580 -0.4 0.1 0.5
B 0.6646 -0.9171 -2.0369 0.4 0.0 -0.3
C -0.8421 -1.3028 -2.0936 -0.1 0.0 0.1
B -1.2944 -2.4984 -1.1473 0.1 -0.1 -0.1
O -2.5719 -2.5631 -0.6420 0.0 -0.2 -0.5
O -0.4745 -3.5398 -0.8293 0.0 0.1 0.7
O 1.6672 -1.8188 -1.6987 -0.1 0.1 0.2
H 3.9836 -2.9460 -0.1370 0.0 0.0 0.0
H 4.2601 -2.7777 -1.8645 0.0 -0.1 0.0
H 4.9796 -1.6305 -0.7289 0.0 0.0 0.0
H -1.1218 -1.5872 -3.1180 0.1 0.0 0.0
H -1.4203 -0.3984 -1.8814 0.0 0.0 -0.1
H -3.1747 -2.0466 -1.1900 -0.1 0.2 0.4
H 0.4660 -3.3237 -0.8323 -0.1 0.0 -0.5
C 6.8330 -1.0053 2.7690 0.0 0.0 0.0
O 6.7331 -1.9888 2.0610 0.0 0.0 0.0
N 6.3758 0.2172 2.4334 0.0 0.0 0.0
C 6.5044 1.3617 3.3066 0.0 0.0 0.0
C 5.7301 0.3664 1.1409 0.0 0.0 0.1
H 7.3119 -1.0329 3.7621 0.0 0.0 0.0
H 5.5254 1.7684 3.5682 0.0 0.0 0.0
H 7.0900 2.1533 2.8345 0.0 0.0 0.0
H 7.0093 1.0591 4.2229 0.0 0.0 0.0
H 4.8637 -0.2881 1.0697 0.0 0.0 0.0
H 6.4232 0.1012 0.3410 0.0 0.0 0.0
H 5.4073 1.3974 1.0149 0.0 0.0 0.0
C -0.8049 5.5699 0.5654 0.0 0.0 0.0
O 0.3619 5.6226 0.2216 0.1 0.0 0.0
N -1.2560 4.8811 1.6276 0.0 0.0 0.0
C -2.6564 4.8551 1.9960 0.0 0.0 0.0
C -0.3093 4.1177 2.4247 0.0 0.0 -0.1
H -1.6071 6.0864 0.0114 0.0 0.0 0.0
H -2.8013 5.2501 3.0032 0.0 0.0 0.0
H -3.0467 3.8367 1.9794 0.0 0.0 0.0
H -3.2220 5.4673 1.2947 0.0 0.0 0.0
H 0.4580 4.7664 2.8485 0.0 0.0 0.0
H 0.1921 3.3767 1.7985 0.0 0.0 0.0
H -0.8695 3.6090 3.2032 0.1 0.0 0.1
C -1.9428 0.9206 3.9611 0.0 -0.1 -0.1
O -2.2852 2.0876 3.8973 -0.1 0.1 0.1
N -2.2342 0.0070 3.0193 0.0 0.0 0.0
C -1.8165 -1.3750 3.1206 0.0 0.0 0.0
C -2.9986 0.4375 1.8605 0.0 0.0 0.0
H -1.3569 0.5171 4.8022 0.0 0.0 0.0
H -1.1741 -1.6526 2.2824 0.0 0.0 0.0
H -2.6781 -2.0447 3.1280 0.0 0.0 0.0
H -1.2593 -1.5153 4.0456 0.0 0.0 0.0
H -2.4675 1.2243 1.3213 0.0 0.0 0.0
H -3.9666 0.8365 2.1649 0.0 0.0 0.0
H -3.1496 -0.4131 1.2016 0.0 -0.1 0.0
C -4.5969 -2.5619 -3.4349 0.1 -0.1 -0.1
O -5.4821 -1.8760 -2.9634 0.0 0.1 0.1
N -4.4227 -2.8045 -4.7481 -0.1 0.1 0.0
C -3.3355 -3.6222 -5.2395 0.0 0.0 0.0
C -5.3658 -2.2214 -5.6877 0.0 0.0 0.0
H -3.8394 -3.0674 -2.8113 0.0 -0.1 0.0
H -2.6891 -3.0530 -5.9111 0.0 0.0 0.0
H -3.7117 -4.4935 -5.7790 0.0 0.0 0.0
H -2.7388 -3.9723 -4.3979 0.0 0.0 0.0
H -5.3627 -1.1339 -5.6125 0.0 0.0 0.0
H -6.3788 -2.5669 -5.4809 0.0 0.0 0.0
H -5.0828 -2.5146 -6.6961 0.0 0.0 0.0
```
Forces are in eV/Å.

Calculated values
Largest force on an atom   0.67 eV/A
Molar mass   573.61 Da
Energy above the lowest of the compared OMol25 structures with the same formula, charge and spin   0.000 eV
SMILES string   CB1OB(I)OB(CB(O)O)O1.CN(C)C=O.CN(C)C=O.CN(C)C=O.CN(C)C=O

Atomic partial charges in e from the natural (NBO) method, atoms 1 to 5: -1.023, 1.188, -0.914, 0.895, -0.007


ORCA calculation (ωB97M-V with the def2-TZVPD basis set) on a structure of composition C14H35MgNP2S2.

The geometry in XYZ format:
```
55
Properties=species:S:1:pos:R:3:forces:R:3
Mg -0.2306 0.1365 -0.4185 -0.9 0.5 1.0
S -1.2495 2.5156 -0.7054 -0.1 -0.2 -0.5
S -1.0619 -2.3541 -0.5409 -0.2 -0.1 -0.4
C -3.0805 2.4102 -0.7532 0.4 0.0 -0.2
C -0.7828 2.4855 -2.4613 -0.5 0.4 0.0
C -1.1633 1.2012 -3.1839 0.3 0.2 -0.2
N -0.5182 0.0095 -2.5548 0.3 0.1 -0.3
C -1.0966 -1.2503 -3.1012 0.3 -0.2 -0.2
C -0.6390 -2.4648 -2.3106 -0.3 -0.2 0.2
H 0.3054 2.6490 -2.4875 -0.3 0.1 0.0
H -1.2919 3.3433 -2.9138 0.4 -0.2 -0.3
H -0.7996 1.2892 -4.2178 -0.3 -0.1 0.1
H -2.2544 1.0655 -3.2116 0.4 -0.1 0.1
H -0.7368 -1.3788 -4.1315 -0.3 0.0 0.1
H -2.1938 -1.1776 -3.1193 0.4 0.1 0.0
H 0.4501 -2.6015 -2.3655 -0.3 0.0 0.0
H -1.1299 -3.3656 -2.6939 0.3 0.1 -0.1
C -2.8993 -2.3967 -0.6177 0.3 0.1 -0.1
H 0.4528 0.0240 -2.8959 -0.3 0.0 0.0
H -3.2463 -1.5742 -1.2451 -0.2 -0.2 0.2
H -3.2759 -2.2827 0.4021 0.1 0.0 -0.2
H -3.2349 -3.3584 -1.0200 0.2 0.2 0.1
H -3.4317 2.3361 0.2807 0.1 0.0 -0.2
H -3.3884 1.5322 -1.3238 -0.1 0.2 0.1
H -3.4642 3.3285 -1.2072 0.0 -0.2 0.1
C 4.9755 0.2612 -2.2228 -0.1 0.1 0.9
C 5.0733 0.3224 -0.8801 -0.1 -0.1 -1.0
H 4.9054 1.1704 -2.8293 0.1 -0.4 0.2
H 4.9785 -0.6962 -2.7518 0.1 0.3 0.2
H 5.0880 1.2817 -0.3543 0.1 -0.3 -0.2
H 5.1759 -0.5880 -0.2797 0.0 0.4 -0.2
C 2.3967 -1.3422 0.5429 -0.3 -1.4 -1.4
P 0.8971 -1.2342 1.6627 -0.3 0.0 1.6
C 1.4327 -2.4490 2.8906 0.2 -0.3 0.6
C -1.0680 -1.2754 2.4668 -0.6 -0.6 -1.0
C -1.1245 0.0370 3.2220 0.8 0.5 -0.4
P -0.3746 1.3458 2.1254 0.0 -0.9 0.4
C -1.2983 2.8184 2.6491 0.2 0.2 0.0
C 1.3163 1.5255 2.7989 0.3 0.4 0.0
H 2.7497 -2.3842 0.5315 0.1 0.3 -0.3
H 3.1987 -0.7005 0.9520 -0.7 -0.1 0.1
H 2.2419 -1.0245 -0.5047 0.1 0.0 0.2
H 1.6447 -1.8968 3.8121 0.1 -0.4 0.1
H 0.6220 -3.1704 3.0766 0.5 0.2 0.0
H 2.3216 -2.9872 2.5490 -0.1 0.2 0.3
H -1.7973 -1.3183 1.6384 0.2 0.2 0.5
H -1.2096 -2.1526 3.1110 0.3 0.1 -0.4
H -2.1396 0.3892 3.4704 0.2 -0.5 -0.1
H -0.5297 -0.0029 4.1449 -0.3 -0.1 -0.1
H -1.1529 2.9614 3.7290 -0.2 0.1 -0.3
H -0.9209 3.6899 2.0952 -0.3 -0.1 0.3
H -2.3637 2.6405 2.4248 0.4 0.3 0.2
H 1.2911 1.8820 3.8392 0.1 -0.1 -0.3
H 1.7869 0.5080 2.7217 -0.2 1.5 0.3
H 1.8440 2.2674 2.1658 0.0 -0.4 0.5
```
Forces are in eV/Å.

Calculated values
Net charge   +2
Largest force on an atom   2.00 eV/A
Molar mass   367.83 Da
Total energy   -62251.8145 eV

Atomic partial charges in e from the natural (NBO) method, atoms 1 to 5: 1.627, 0.136, 0.141, -0.724, -0.553


ORCA calculation (ωB97M-V with the def2-TZVPD basis set) on a cluster of 3 separate species, C14H35O10P3SSi in total.

The geometry in XYZ format:
```
64
Properties=species:S:1:pos:R:3:forces:R:3
C -2.0091 1.1008 -1.0945 1.2 -0.2 1.0
C -2.3256 2.1405 -1.6059 -0.8 1.4 -0.6
Si -2.7944 3.8850 -2.1370 -0.1 -2.3 0.7
S -4.5015 4.4461 -0.9527 -0.3 0.2 0.3
P -0.9935 5.1570 -1.7303 1.0 1.5 -0.6
O 0.2585 4.2361 -2.3538 -1.1 0.1 1.6
O -0.7928 5.0295 -0.0676 -0.6 -0.2 -1.2
H -1.4379 0.4003 -0.5034 -0.6 -0.2 -0.5
H -3.1402 3.8916 -3.5624 0.0 0.2 -0.1
H -4.6556 3.3858 -0.1125 0.5 0.3 -0.5
H 0.3420 3.5003 -1.7190 0.3 -0.3 -0.5
H -1.6376 5.2938 0.3326 0.2 -0.1 0.2
O -0.2667 3.7230 3.8091 -2.5 -3.2 0.1
P 0.6972 2.5656 3.7794 6.5 4.0 -0.7
O 1.5529 2.9023 5.1396 -0.4 -0.6 -0.2
C 0.9169 2.7237 6.4044 0.0 0.0 0.3
C 0.4229 1.3050 6.6281 -0.2 0.0 -0.1
O 1.6620 3.1379 2.5679 -0.4 -0.7 0.0
C 1.1102 4.0339 1.5891 0.2 0.4 0.4
C 1.4510 5.4708 1.9502 0.3 0.1 -0.1
O 1.3604 1.0540 3.5733 -3.1 0.1 0.7
C 2.7807 0.8335 3.5160 0.9 -0.5 -0.3
C 3.5967 0.9836 4.7878 0.0 0.4 0.3
H 0.0907 3.4339 6.4977 0.0 0.0 0.0
H 1.6581 2.9802 7.1629 0.1 0.0 -0.1
H -0.4308 1.0834 5.9794 0.0 0.0 0.0
H 0.1027 1.1720 7.6626 -0.1 0.1 0.0
H 1.1917 0.5669 6.4164 0.1 0.0 0.0
H 0.0448 3.8843 1.4938 0.1 -0.1 0.3
H 1.5399 3.7816 0.6164 0.2 -0.2 0.1
H 1.3609 5.6556 3.0201 -0.2 -0.2 0.0
H 0.8074 6.1695 1.4187 0.1 0.0 0.0
H 2.4888 5.6840 1.6858 0.0 0.0 0.0
H 3.2261 1.4321 2.7232 -0.3 0.2 0.0
H 2.8775 -0.2083 3.2024 -0.4 0.0 0.0
H 3.7911 2.0231 5.0446 -0.2 0.0 0.0
H 4.5785 0.5241 4.6498 -0.1 -0.2 -0.2
H 3.1227 0.4996 5.6412 0.0 0.0 0.0
O -0.6091 -2.8334 -1.8097 -1.3 -2.6 2.8
P -1.0524 -4.0034 -2.6494 1.3 3.0 -6.9
O 0.3668 -4.3396 -3.4015 -0.5 -0.4 0.5
C 1.4244 -4.9134 -2.6337 0.3 -0.1 0.1
C 1.0398 -6.2290 -1.9795 -0.1 0.0 0.2
O -1.8885 -3.1328 -3.7792 -0.3 -0.6 0.6
C -2.4495 -1.8649 -3.4163 0.3 0.4 0.0
C -1.5379 -0.7331 -3.8541 0.0 0.0 -0.4
O -1.8140 -5.3851 -3.1715 0.5 0.3 3.2
C -1.8886 -5.7497 -4.5615 -0.4 -0.4 -0.9
C -0.6265 -6.2177 -5.2643 0.4 0.3 0.0
H 1.7548 -4.1948 -1.8787 0.0 0.0 0.0
H 2.2557 -5.0727 -3.3220 -0.1 0.1 -0.1
H 0.3174 -6.0661 -1.1730 0.0 0.0 0.0
H 1.9189 -6.7125 -1.5511 0.0 0.1 0.1
H 0.5871 -6.9192 -2.6861 0.0 0.0 -0.1
H -2.6487 -1.8254 -2.3451 0.2 0.0 0.0
H -3.4200 -1.7742 -3.9084 0.1 -0.2 -0.1
H -0.4857 -0.9591 -3.6826 -0.1 -0.1 0.2
H -1.7854 0.1866 -3.3321 0.0 0.0 -0.1
H -1.6448 -0.5638 -4.9277 0.0 0.0 0.0
H -2.3542 -4.9526 -5.1387 0.1 0.2 0.3
H -2.5878 -6.5884 -4.5810 0.0 0.1 0.4
H 0.0334 -5.3968 -5.5384 0.0 0.0 0.2
H -0.8910 -6.7108 -6.2028 -0.3 -0.1 0.1
H -0.0610 -6.9304 -4.6648 -0.1 0.0 0.0
```
Forces are in eV/Å.

Calculated values
Largest force on an atom   7.66 eV/A
Molar mass   516.50 Da
Total energy   -82139.0164 eV
SMILES string   C#C[Si@@H](S)P(O)O.CCOP(=O)(OCC)OCC.CCOP(=O)(OCC)OCC

Atomic partial charges in e from the natural (NBO) method, atoms 1 to 5: -0.208, -0.474, 0.790, -0.444, 0.979


What is the formula in the third record?
C14H35MgNP2S2